1.
24
Properties=species:S:1:pos:R:3:forces:R:3:nbo_charge:R:1 method="wB97M-V/def2-TZVPD" mol_weight_da=114.212 orbital_gap_ev=5.08 total_charge=+1 de_lowest_kcal_mol=78.38 homo_energy_ev=-11.746 e_lumo_ev=-6.6710
C -2.044 -2.111 -1.968 -1.09 -0.56 -1.24 -0.623
C -1.363 -0.748 -2.081 1.47 -1.57 1.87 -0.523
C -1.024 -0.418 -0.605 0.01 4.38 -0.60 0.245
C -0.235 1.347 1.065 -1.22 -1.71 -0.23 0.205
C -0.177 0.718 -0.196 -0.97 0.65 -1.05 -0.160
C 0.281 1.670 -1.333 -0.57 -1.30 -0.74 -0.651
C 0.327 2.674 1.461 0.29 -0.24 1.11 -0.741
N 3.300 -2.285 3.321 0.57 0.16 1.71 -1.116
H -2.146 -2.499 -2.995 -0.11 -0.08 0.43 0.243
H -3.065 -2.103 -1.534 0.66 0.15 -0.09 0.226
H -0.459 -0.977 -2.679 -0.02 0.71 0.41 0.263
H -1.886 0.057 -2.617 -0.20 -0.17 0.52 0.281
H -1.835 -0.765 0.048 0.97 -0.46 0.49 0.224
H 3.282 -3.013 4.035 0.09 0.44 -0.74 0.382
H -0.828 0.778 1.830 0.74 0.65 -0.43 0.224
H -0.098 2.687 -1.182 -0.04 -0.29 0.22 0.239
H 1.340 1.760 -1.568 0.06 -0.33 0.27 0.254
H -0.243 1.254 -2.218 0.72 0.77 0.19 0.225
H -0.295 3.583 1.279 0.09 -0.85 -0.27 0.301
H 1.351 2.882 1.126 -0.39 -0.23 -0.59 0.273
H 0.424 2.630 2.556 -0.19 0.13 -0.17 0.268
H 2.594 -2.324 2.640 -0.48 -0.29 -0.85 0.358
H 4.211 -1.959 3.047 -0.19 -0.30 -0.14 0.377
H -1.415 -2.837 -1.430 -0.20 0.36 -0.07 0.225

2.
106
Properties=species:S:1:pos:R:3:forces:R:3:lowdin_spin:R:1 method="wB97M-V/def2-TZVPD" multiplicity=2 mol_weight_da=996.080 orbital_gap_ev="6.67 / 7.68" de_lowest_kcal_mol=0.00 homo_energy_ev="-6.511 / -8.081" e_lumo_ev="0.1601 / -0.4055"
K -0.860 -0.481 0.366 0.45 -0.01 -0.12 0.051
C -4.117 1.903 -2.661 0.01 0.00 0.00 0.000
N -2.681 1.898 -2.471 -0.02 0.00 0.03 0.001
C -1.961 2.974 -2.038 0.00 0.02 0.01 0.000
C -0.696 2.518 -1.806 0.01 -0.05 0.04 0.003
N -0.632 1.180 -2.067 0.04 -0.11 -0.03 0.009
C -1.839 0.821 -2.461 0.01 0.06 0.10 0.000
P -2.348 -0.800 -3.140 -0.02 0.04 -0.10 0.000
C -0.726 -1.538 -3.509 0.03 -0.04 -0.02 0.000
N 0.354 -1.639 -2.758 -0.16 0.08 0.02 0.003
C 1.278 -2.296 -3.513 0.02 -0.02 0.02 0.000
C 0.755 -2.604 -4.739 0.02 0.00 0.00 0.000
N -0.519 -2.117 -4.735 -0.01 0.00 -0.02 0.000
C -1.468 -2.256 -5.827 0.00 0.01 0.02 0.000
C -2.861 -1.846 -1.739 -0.05 0.08 0.09 0.000
N -2.065 -2.609 -1.018 0.02 -0.08 -0.06 0.000
C -2.863 -3.221 -0.096 0.06 -0.01 0.05 0.000
C -4.159 -2.829 -0.269 -0.01 0.00 0.02 0.000
N -4.158 -1.972 -1.330 -0.03 0.02 0.00 0.000
C -5.317 -1.211 -1.750 0.01 0.01 0.00 0.000
H -4.429 2.904 -2.952 0.00 0.00 -0.01 0.000
H -4.614 1.617 -1.734 0.01 0.00 0.00 0.000
H -4.385 1.210 -3.457 0.00 0.00 0.00 0.000
H -2.410 3.948 -1.939 0.01 -0.01 0.00 0.000
H 0.175 3.069 -1.484 -0.01 0.00 -0.01 0.001
H 2.267 -2.507 -3.135 -0.02 -0.01 0.00 0.000
H 1.167 -3.110 -5.595 -0.01 0.00 0.01 0.000
H -0.932 -2.618 -6.701 0.00 0.00 0.00 0.000
H -1.923 -1.297 -6.061 0.00 0.01 0.00 0.000
H -2.254 -2.966 -5.572 0.00 0.00 0.01 0.000
H -2.456 -3.884 0.651 0.00 -0.02 -0.04 0.000
H -5.063 -3.058 0.270 0.01 0.01 0.00 0.000
H -6.192 -1.860 -1.744 0.00 0.00 0.01 0.000
H -5.163 -0.849 -2.764 0.00 0.00 -0.01 0.000
H -5.478 -0.374 -1.071 0.01 -0.01 0.00 0.000
N 0.935 -2.557 4.481 0.02 0.00 0.04 0.000
C 0.199 -1.805 5.368 0.00 0.06 -0.04 0.000
C -0.892 -1.386 4.673 -0.07 -0.07 0.02 0.000
N -0.853 -1.870 3.384 0.11 0.09 0.03 0.000
C 0.266 -2.555 3.298 -0.01 -0.06 -0.06 0.000
C 0.770 -3.215 2.100 -0.04 0.07 0.05 0.000
N 0.442 -2.865 0.886 0.11 0.07 -0.10 0.001
C 1.124 -3.708 0.045 -0.11 -0.04 0.04 0.000
C 1.870 -4.585 0.773 0.03 0.03 -0.04 0.000
N 1.647 -4.257 2.092 -0.02 -0.07 -0.01 0.000
H 1.867 -2.897 4.635 0.00 -0.01 -0.01 0.000
H 0.524 -1.624 6.377 0.00 0.00 -0.02 0.000
H -1.678 -0.729 5.001 -0.01 -0.01 -0.01 0.000
H 1.016 -3.619 -1.024 0.01 -0.01 0.02 0.000
H 2.534 -5.381 0.484 -0.01 0.02 0.02 0.000
H 1.988 -4.766 2.888 -0.02 -0.02 0.01 0.000
N -4.254 2.317 3.546 -0.03 0.01 -0.07 0.000
C -3.261 2.118 2.419 -0.07 0.06 -0.04 0.000
C -3.375 3.264 1.423 -0.01 -0.04 0.00 0.000
P -3.912 0.577 1.583 -0.12 0.05 -0.04 0.000
O -3.559 -0.645 2.563 -0.05 0.05 0.12 0.000
O -5.392 0.789 1.693 0.03 -0.08 0.02 0.000
O -3.242 0.465 0.254 -0.12 -0.04 -0.05 0.000
P -1.608 1.981 3.228 -0.09 0.06 -0.06 0.000
O -1.148 3.534 3.406 -0.01 -0.07 -0.06 0.000
O -1.938 1.476 4.594 0.02 -0.05 -0.02 0.000
O -0.692 1.323 2.250 0.05 0.01 0.20 0.007
H -5.141 1.892 3.205 0.03 0.01 0.01 0.000
H -4.361 3.298 3.792 -0.01 0.01 -0.01 0.000
H -3.844 1.817 4.352 0.03 -0.05 0.06 0.000
H -4.363 3.281 0.956 0.00 0.00 0.00 0.000
H -2.636 3.108 0.638 0.00 0.02 0.01 0.000
H -3.179 4.225 1.903 0.01 0.00 0.01 0.000
H -2.660 -1.018 2.608 0.10 0.10 -0.10 0.000
H -0.523 3.765 2.708 0.01 0.03 0.02 0.000
C 2.271 0.892 3.492 -0.08 -0.01 -0.04 -0.001
Ge 2.891 1.976 1.985 -0.03 0.00 0.01 0.081
C 1.897 3.658 1.815 -0.05 0.02 0.00 0.001
C 4.796 2.371 2.258 0.05 0.00 -0.01 0.035
Ge 2.579 0.759 -0.089 0.00 -0.11 0.00 0.479
C 2.896 1.803 -1.707 0.00 0.03 0.03 0.080
C 2.478 1.330 -2.953 0.04 0.08 0.00 0.019
C 2.678 2.089 -4.098 -0.01 -0.04 0.01 -0.002
C 3.283 3.335 -4.013 0.01 0.02 -0.03 0.013
C 3.692 3.824 -2.781 0.01 0.00 0.04 0.001
C 3.499 3.061 -1.636 -0.05 -0.03 -0.06 0.025
C 3.679 -0.854 -0.122 -0.11 -0.07 -0.03 0.078
C 3.905 -1.554 1.067 0.01 -0.03 -0.06 0.034
C 4.664 -2.716 1.078 0.00 0.03 -0.01 -0.003
C 5.195 -3.211 -0.106 0.02 0.00 0.02 0.033
C 4.965 -2.536 -1.297 -0.01 0.01 -0.01 -0.003
C 4.213 -1.369 -1.305 0.02 -0.01 0.01 0.032
H 1.937 1.535 4.308 0.02 0.00 0.01 0.000
H 3.083 0.258 3.852 -0.01 -0.01 0.01 0.000
H 1.418 0.287 3.183 0.00 -0.01 0.06 0.001
H 1.671 4.064 2.803 0.00 0.01 -0.01 0.000
H 0.970 3.467 1.269 -0.01 0.00 0.03 0.001
H 2.478 4.393 1.259 -0.01 0.01 0.01 0.000
H 4.954 2.850 3.227 -0.01 0.00 0.00 0.005
H 5.177 3.029 1.477 0.02 0.01 0.00 0.000
H 5.368 1.443 2.231 0.01 0.02 0.01 0.000
H 1.962 0.381 -3.018 -0.03 -0.01 -0.02 0.003
H 2.348 1.711 -5.058 0.00 0.00 0.01 0.000
H 3.431 3.929 -4.907 0.00 0.00 0.01 0.001
H 4.160 4.798 -2.711 0.00 0.00 0.00 0.000
H 3.823 3.452 -0.678 0.02 0.01 0.00 0.003
H 3.480 -1.186 1.995 0.00 0.00 0.03 0.001
H 4.843 -3.239 2.010 0.00 0.01 0.00 -0.001
H 5.789 -4.116 -0.100 0.00 0.00 0.00 0.002
H 5.380 -2.918 -2.223 0.00 0.00 0.00 -0.001
H 4.047 -0.844 -2.240 0.04 -0.01 0.02 0.001